1.
One molecule with the formula C5H3NS. Source: OMol25; level of theory: ωB97M-V with the def2-TZVPD basis set.

SMILES: S=c1ccc#c[nH]1
Energy relative to the best compared isomer or geometry (same formula, charge and spin): 17.2 kcal/mol

Geometry (Å):
C: -1.65884 0.37913 -0.17002
C: -1.01299 1.20847 0.53456
C: -1.13834 -0.73403 -0.79573
C: 0.20175 -0.87678 -0.47634
C: 0.97321 0.01246 0.30005
N: 0.22754 1.21895 0.89783
S: 2.57841 0.01447 0.61592
H: -1.66740 -1.40461 -1.45109
H: 0.73787 -1.72485 -0.87273
H: 0.75880 1.90678 1.41755

***

2.
One molecule with the formula C4H6O2. Source: OMol25; level of theory: ωB97M-V with the def2-TZVPD basis set.

SMILES: CC(=O)CC=O
Energy relative to the best compared isomer or geometry (same formula, charge and spin): 19.3 kcal/mol

Geometry (Å):
C: 1.24466 0.28342 -0.85951
C: 0.51525 0.72354 0.39608
O: 0.76635 1.76934 0.94990
C: -0.55601 -0.21405 0.98587
C: -1.50064 -0.65954 -0.10037
O: -1.21272 -1.50450 -0.91509
H: 0.60839 -0.23727 -1.57771
H: 2.03971 -0.41948 -0.58544
H: 1.69649 1.16139 -1.32329
H: -0.05510 -1.09784 1.40081
H: -1.08153 0.31268 1.78808
H: -2.46485 -0.11771 -0.15934

***

3.
C11H9As3CuF34O5 as an isolated structure. Source: OMol25; level of theory: ωB97M-V with the def2-TZVPD basis set.

Spin multiplicity: 2
Total charge: -2
<S²>: 0.766
Electronic energy: -341350.7592 eV

Geometry (Å):
Cu: 0.12390 -1.22452 1.50723
As: -1.75149 -0.45519 4.74371
F: -0.31442 -0.41442 5.89214
F: -1.81007 -2.26068 4.82630
F: -3.14727 -0.50960 3.60326
F: -1.59984 1.29327 4.62645
F: -0.62562 -0.57159 3.36989
F: -2.81674 -0.39100 6.17893
As: 1.41566 -3.64450 3.98324
F: 2.64216 -4.35594 5.07707
F: 1.15771 -2.36751 5.21483
F: 0.31886 -2.84995 2.82904
F: 1.63842 -4.97317 2.74289
F: 0.05763 -4.61932 4.68618
F: 2.69460 -2.56151 3.31181
As: -2.70331 -3.93346 0.87840
F: -3.49734 -5.43997 0.51782
F: -2.31072 -4.54291 2.54054
F: -2.02208 -2.28568 1.18781
F: -3.20377 -3.34568 -0.72807
F: -4.27088 -3.36697 1.52194
F: -1.18604 -4.56732 0.16115
O: 2.73502 0.55529 -0.49497
C: 3.11303 -0.06868 0.58634
O: 2.39373 -0.69557 1.36855
O: 4.29204 -0.07797 0.90423
H: 3.62162 0.84977 -0.71593
C: 0.96355 3.53036 0.63457
C: 0.04549 3.11903 1.83267
C: -1.05784 2.16501 1.40436
F: -1.75170 2.66492 0.37374
F: -0.61133 0.95511 1.00951
F: 0.78718 2.50073 2.76914
F: -0.45910 4.20313 2.42937
O: 1.90807 4.58487 1.10908
C: 3.26016 4.19006 1.13161
C: 3.96292 4.08637 -0.24124
F: 5.22572 3.67869 -0.14962
F: 3.39794 3.16912 -1.08386
F: 3.84003 5.15115 1.86081
F: 3.29164 3.04591 1.87228
H: 0.32608 4.08906 -0.05070
H: 1.52637 2.70496 0.19862
H: -1.79049 1.89680 2.16553
H: 3.95261 4.94880 -0.90774
C: -0.11506 0.10299 -4.84185
C: 0.20280 -0.72412 -3.52339
C: -0.63591 -0.28065 -2.33115
F: -0.42662 -0.86869 -1.21919
F: -0.38532 0.98528 -2.00219
F: 0.15406 -2.03420 -3.65933
F: 1.45533 -0.38516 -3.25820
O: -1.50512 -0.11137 -5.21046
C: -1.87640 0.03862 -6.57701
C: -3.38440 -0.34075 -6.65592
F: -4.14869 0.43778 -5.91294
F: -3.84522 -0.23675 -7.91238
F: -1.59922 1.27875 -6.95934
F: -1.19402 -0.80782 -7.30448
H: 0.53330 -0.35292 -5.59009
H: 0.20376 1.14375 -4.78455
H: -1.68334 -0.33814 -2.62726
H: -3.51191 -1.36619 -6.30906